(1)
Formula: C26H28N10O4SSeY
Source: the Open Molecules 2025 dataset
Level of theory: the ωB97M-V functional and the def2-TZVPD basis

```
71
Properties=species:S:1:pos:R:3:forces:R:3:mulliken_charge:R:1
Y -0.5666 -0.7733 0.2398 -0.7 2.6 -0.2 0.818
N -2.0649 -1.9675 -1.4239 0.0 -0.6 -0.1 -0.366
C -3.5178 -1.7287 -1.4522 -0.3 0.2 0.1 -0.533
C -4.0975 -1.7326 -0.0207 0.0 0.0 -0.4 -1.000
N -3.0557 -1.3637 0.9340 0.2 -0.4 -0.1 0.527
C -3.5213 -0.9368 2.2560 0.1 0.5 0.1 -0.916
C -3.0249 0.4842 2.5498 -0.3 -0.3 0.0 -0.879
N -1.5918 0.5784 2.2122 -0.1 0.1 0.3 -0.411
H -1.7249 -1.9770 -2.3853 0.1 0.0 0.2 0.212
H -1.9059 -2.9371 -1.0854 0.1 0.2 -0.2 0.339
H -4.0383 -2.4924 -2.0414 0.1 0.1 0.0 0.458
H -3.7012 -0.7571 -1.9279 0.0 -0.2 0.1 0.165
H -4.5025 -2.7287 0.2081 0.0 0.2 0.0 0.404
H -4.9115 -1.0053 0.0363 0.0 -0.1 0.0 0.447
H -2.5042 -2.2131 1.1012 -0.3 0.2 0.1 0.429
H -3.1264 -1.6134 3.0178 0.0 0.0 0.0 0.329
H -4.6117 -0.9551 2.3260 0.1 -0.1 0.0 0.501
H -3.2016 0.7155 3.6058 -0.1 0.1 -0.1 0.454
H -3.5918 1.2017 1.9491 0.1 0.0 0.0 0.313
H -1.0813 0.0780 2.9448 0.1 0.2 -0.3 0.230
H -1.2891 1.5520 2.2639 0.1 -0.3 0.1 0.286
S 6.7468 1.8931 2.3108 -1.0 -0.2 -0.2 0.188
N 5.8533 0.7292 2.9737 0.0 -0.5 0.4 -0.716
C 4.6268 0.7884 2.4745 0.8 0.8 -0.4 1.109
C 3.5184 -0.0513 2.8120 -0.7 -0.3 0.0 0.019
C 3.6032 -1.0675 3.7706 -0.3 0.1 -0.2 -0.752
C 2.4736 -1.8002 4.0472 0.2 0.2 -0.1 -1.111
C 1.3037 -1.5267 3.3372 0.1 -0.2 0.2 -0.213
N 1.2046 -0.5855 2.4112 0.1 0.0 -0.3 0.246
C 2.2871 0.1714 2.1607 0.5 -0.4 0.6 0.374
C 2.1330 1.2578 1.2041 0.3 0.7 -0.3 -0.264
N 0.9170 1.4497 0.6578 0.1 -0.1 0.0 0.266
C 0.7650 2.4736 -0.1701 0.0 0.2 0.0 -0.465
C 1.7977 3.3161 -0.5698 0.1 0.0 0.1 -1.216
C 3.0562 3.1144 -0.0497 -0.2 -0.3 0.1 -0.810
C 3.2299 2.0881 0.8802 -0.7 0.0 -0.2 0.180
C 4.4843 1.8414 1.5239 1.0 -0.4 0.7 0.980
N 5.6096 2.5241 1.3579 -0.1 0.4 -0.5 -0.702
H 4.5457 -1.2344 4.2680 0.1 -0.1 0.1 0.576
H 2.4802 -2.5823 4.7879 0.0 -0.1 0.0 0.448
H 0.4194 -2.1193 3.5197 0.0 0.0 -0.1 0.498
H -0.2357 2.6281 -0.5456 0.0 0.0 -0.1 0.573
H 1.6062 4.1067 -1.2755 -0.1 0.1 -0.1 0.520
H 3.9105 3.7160 -0.3194 0.0 0.1 -0.1 0.566
N -0.3591 0.5086 -3.5343 -0.2 -0.2 -0.6 0.125
C -1.4591 1.0352 -2.9046 -0.3 0.2 0.3 0.232
C -2.4050 1.6754 -3.7317 -0.1 -0.1 0.2 -1.038
C -3.5096 2.2684 -3.1709 0.3 -0.2 0.2 -0.721
C -3.6572 2.2135 -1.7859 0.1 0.0 0.1 -0.894
C -2.6993 1.5449 -1.0547 -0.2 0.2 -0.1 -0.429
N -1.6151 0.9490 -1.5774 0.1 -0.1 -0.2 1.596
C 0.8867 0.1150 -3.0758 0.5 0.0 0.3 0.443
C 1.8977 0.0209 -4.0469 0.0 0.0 0.1 -1.129
C 3.1789 -0.2849 -3.6534 -0.3 0.0 0.1 -0.640
C 3.4116 -0.5259 -2.3044 -0.1 0.0 0.1 -1.271
C 2.3472 -0.4663 -1.4295 0.4 0.0 -0.2 -0.078
N 1.0981 -0.1326 -1.7830 -0.3 -0.1 -0.4 0.500
H -0.3880 0.6161 -4.5433 0.0 0.0 0.4 0.231
H -2.2567 1.6992 -4.8002 0.1 0.0 -0.1 0.484
H -4.2324 2.7777 -3.7879 -0.1 0.0 -0.1 0.445
H -4.4978 2.6793 -1.2995 -0.1 0.0 0.1 0.519
H -2.7846 1.4650 0.0200 -0.1 0.0 0.1 0.081
H 1.6660 0.1923 -5.0895 0.0 0.1 0.0 0.495
H 3.9770 -0.3345 -4.3794 0.0 0.0 0.0 0.441
H 4.3962 -0.7747 -1.9475 0.1 -0.1 0.1 0.524
H 2.4979 -0.7179 -0.3899 0.0 -0.1 0.0 0.671
O -1.1490 -4.2999 -0.0974 -1.0 -0.6 -0.8 -0.844
Se -0.0051 -3.5196 0.6863 0.0 -1.2 0.3 1.089
O -0.7771 -2.4619 1.7256 -0.2 0.3 0.0 -0.661
O 0.6788 -2.4014 -0.3483 0.5 -0.1 -0.2 -0.540
O 1.0529 -4.4001 1.4283 1.4 -0.7 0.9 -0.733
```
Positions in Å, forces in eV/Å.

Total charge = +1
DFT total energy = -127731.810 eV

(2)
Formula: C2H4I2O
Source: the Open Molecules 2025 dataset
Level of theory: the ωB97M-V functional and the def2-TZVPD basis

```
9
Properties=species:S:1:pos:R:3:forces:R:3:mulliken_charge:R:1
C 0.0021 0.0754 -0.4571 2.8 0.3 -1.4 -1.213
C 1.3507 0.0959 0.3903 -1.5 -2.0 -0.3 0.051
O 1.0801 -0.0303 1.7401 1.1 0.9 -0.1 -0.430
I 2.6664 1.7727 -0.0282 -0.6 -0.6 0.3 0.128
I 2.3923 -1.8511 -0.1486 0.0 0.7 0.0 0.006
H 0.2078 0.7003 -1.3876 -0.5 -1.5 0.8 0.332
H -0.4558 -0.9324 -0.5851 0.8 0.8 -0.2 0.382
H -0.6398 0.6612 0.0955 -1.7 1.4 1.3 0.431
H 0.1912 -0.3286 1.9342 -0.4 -0.1 -0.4 0.314
```
Positions in Å, forces in eV/Å.

DFT total energy = -20386.694 eV